1.
Molecular formula: C6H32O11
Method: DFT, wB97M-V/def2-TZVPD

Each atom is followed by the atoms it is bonded to, with distances in Å.
Atoms and positions in Å:
1 O 1.588 -3.174 -3.079  H19 0.964, H44 0.965
2 O -2.322 3.036 1.624  H37 0.974, H47 0.974
3 O -1.995 -4.113 1.304  H32 0.984, H35 0.979
4 O -1.338 -0.005 1.502  H36 0.968, H46 0.968
5 O 0.125 -4.099 -0.204  H25 0.983, H42 0.962
6 O 0.402 2.170 1.225  H20 0.973, H21 0.975
7 O -3.390 -0.486 3.236  H27 0.959, H29 0.956
8 O 0.927 2.314 -1.897  C14 1.435, H43 0.963
9 O -3.409 2.680 -1.433  H18 0.968, H45 0.970
10 O -0.963 0.415 -3.508  H34 0.969, H38 0.974
11 O -0.462 -0.384 4.229  H30 0.968, H48 0.968
12 C 3.192 0.205 0.547  C13 1.340, H28 1.062, H41 1.062
13 C 2.270 -0.474 -0.148  C12 1.340, C16 1.558, C17 1.497
14 C 2.326 2.395 -1.586  O8 1.435, C15 1.565, H22 1.099, H31 1.074
15 C 2.902 1.053 -2.148  C14 1.565, C16 1.558, H26 1.096, H39 1.081
16 C 2.184 -0.250 -1.687  C13 1.558, C15 1.558, H23 1.102, H24 1.084
17 C 1.273 -1.174 0.723  C13 1.497, H33 1.112, H40 1.095, H49 1.072
18 H -2.615 2.459 -1.940  O9 0.968
19 H 0.765 -2.895 -3.496  O1 0.964
20 H -0.416 2.620 1.502  O6 0.973
21 H 0.032 1.275 1.109  O6 0.975
22 H 2.418 2.277 -0.497  C14 1.099
23 H 1.111 -0.005 -1.752  C16 1.102
24 H 2.562 -1.061 -2.299  C16 1.084
25 H -0.824 -3.857 -0.120  O5 0.983
26 H 2.753 1.065 -3.234  C15 1.096
27 H -2.559 -0.448 3.712  O7 0.959
28 H 3.808 1.031 0.291  C12 1.062
29 H -3.392 -0.997 2.428  O7 0.956
30 H -0.277 0.548 4.046  O11 0.968
31 H 2.817 3.315 -1.844  C14 1.074
32 H -2.389 -3.237 1.519  O3 0.984
33 H 0.334 -1.597 0.303  C17 1.112
34 H -1.414 1.210 -3.828  O10 0.969
35 H -1.099 -4.006 1.682  O3 0.979
36 H -1.766 0.863 1.505  O4 0.968
37 H -2.924 2.649 2.285  O2 0.974
38 H -0.126 0.851 -3.268  O10 0.974
39 H 3.931 1.098 -1.817  C15 1.081
40 H 1.611 -2.107 1.185  C17 1.095
41 H 3.235 0.033 1.594  C12 1.062
42 H 0.329 -4.306 -1.120  O5 0.962
43 H 0.433 3.018 -1.464  O8 0.963
44 H 1.973 -2.379 -2.688  O1 0.965
45 H -3.470 3.610 -1.702  O9 0.970
46 H -1.161 -0.100 2.448  O4 0.968
47 H -2.876 2.924 0.831  O2 0.974
48 H -0.699 -0.426 5.167  O11 0.968
49 H 1.046 -0.754 1.683  C17 1.072

Output
Relative energy (zero: lowest compared OMol25 entry of this formula, charge and spin): 3.2120 eV
SMILES: C=C(C)CCCO.O.O.O.O.O.O.O.O.O.O


2.
Molecular formula: C6H32O14S
Method: DFT, wB97M-V/def2-TZVPD

Each atom is followed by the atoms it is bonded to, with distances in Å.
Atoms and positions in Å:
1 S 4.440 0.883 -2.562  O6 1.427, O9 1.438, O15 1.578, C21 1.797
2 O -6.289 2.872 3.706  H27 0.964, H35 0.962
3 O -0.476 -0.443 0.143  H31 0.963, H32 0.966
4 O 4.386 -2.779 -1.567  C20 1.428, H47 0.963
5 O 0.312 -2.792 -1.444  H26 0.962, H33 0.967
6 O 5.320 1.702 -1.793  S1 1.427
7 O -3.386 2.941 3.071  H29 0.964, H42 0.962
8 O 0.894 1.539 -1.553  H36 0.964, H46 0.963
9 O 3.444 1.479 -3.410  S1 1.438
10 O -7.611 -1.321 7.828  H40 0.961, H53 0.965
11 O -6.945 0.564 5.492  H41 0.962, H51 0.966
12 O -9.270 2.374 4.631  H25 0.963, H30 0.962
13 O -2.027 -1.195 -2.190  H44 0.961, H52 0.962
14 O -2.675 1.347 0.610  H49 0.962, H50 0.962
15 O 3.704 -0.048 -1.521  S1 1.578, C16 1.446
16 C 2.875 -1.063 -2.130  O15 1.446, C20 1.508, H39 1.092, H45 1.086
17 C 6.850 -0.317 -3.133  C19 1.537, C21 1.534, H38 1.090, H48 1.094
18 C 4.754 -1.681 -3.730  C20 1.536, C21 1.555, H22 1.092, H34 1.093
19 C 7.099 -0.894 -1.731  C17 1.537, H24 1.090, H28 1.092, H43 1.089
20 C 3.739 -2.168 -2.684  O4 1.428, C16 1.508, C18 1.536, H23 1.095
21 C 5.381 -0.267 -3.572  S1 1.797, C17 1.534, C18 1.555, H37 1.092
22 H 4.291 -1.746 -4.717  C18 1.092
23 H 3.056 -2.889 -3.146  C20 1.095
24 H 7.922 -0.362 -1.252  C19 1.090
25 H -9.881 2.028 5.290  O12 0.963
26 H 0.507 -3.196 -0.594  O5 0.962
27 H -6.122 2.025 3.278  O2 0.964
28 H 7.385 -1.946 -1.781  C19 1.092
29 H -4.060 3.619 3.196  O7 0.964
30 H -9.774 3.048 4.164  O12 0.962
31 H 0.078 0.256 0.505  O3 0.963
32 H -1.165 0.037 -0.334  O3 0.966
33 H -0.403 -2.167 -1.261  O5 0.967
34 H 5.580 -2.397 -3.720  C18 1.093
35 H -7.158 3.142 3.396  O2 0.962
36 H 1.566 1.930 -2.122  O8 0.964
37 H 5.330 0.233 -4.542  C21 1.092
38 H 7.257 0.693 -3.190  C17 1.090
39 H 2.238 -0.620 -2.899  C16 1.092
40 H -7.604 -0.426 8.177  O10 0.961
41 H -6.347 1.231 5.844  O11 0.962
42 H -3.259 2.579 3.953  O7 0.962
43 H 6.225 -0.818 -1.086  C19 1.089
44 H -2.569 -0.502 -2.578  O13 0.961
45 H 2.232 -1.459 -1.349  C16 1.086
46 H 1.175 0.626 -1.431  O8 0.963
47 H 4.633 -3.677 -1.810  O4 0.963
48 H 7.382 -0.915 -3.879  C17 1.094
49 H -2.528 0.984 1.489  O14 0.962
50 H -3.307 2.055 0.772  O14 0.962
51 H -7.572 1.084 4.973  O11 0.966
52 H -2.215 -1.991 -2.698  O13 0.962
53 H -7.414 -1.194 6.892  O10 0.965

Output
Relative energy (zero: lowest compared OMol25 entry of this formula, charge and spin): 0.0000 eV
SMILES: CC[C@H]1C[C@@H](O)COS1(=O)=O.O.O.O.O.O.O.O.O.O.O


3.
Molecular formula: C6H33NO10
Method: DFT, wB97M-V/def2-TZVPD

Each atom is followed by the atoms it is bonded to, with distances in Å.
Atoms and positions in Å:
1 O 0.440 2.094 2.432  H34 1.043, H38 1.051
2 O -3.258 0.313 -0.025  H20 1.004, H43 0.934
3 O -1.146 -3.919 -2.086  H19 0.978, H33 1.023
4 O -1.650 2.696 0.526  H24 0.980, H36 1.009
5 O -4.555 0.171 -2.273  H26 0.923, H31 0.905
6 O 0.201 -1.071 -2.843  H22 0.959, H28 0.923
7 O 2.319 2.099 0.270  C14 1.407, H18 0.970
8 O 1.070 2.813 -1.767  H37 0.963, H46 0.928
9 O 2.815 2.746 3.074  H21 0.929, H39 0.931
10 O -2.671 -1.441 -2.821  H35 0.895, H47 0.871
11 N -0.645 -0.883 1.065  C15 1.493, C17 1.584, H27 1.002
12 C 4.041 0.424 0.166  C14 1.491, H32 1.040, H44 1.046, H48 1.113
13 C -0.873 -2.932 2.468  C17 1.503, H40 1.141, H41 1.169, H42 1.020
14 C 2.653 0.818 -0.209  O7 1.407, C12 1.491, C16 1.596, H45 1.139
15 C 0.284 -0.097 0.200  N11 1.493, C16 1.466, H30 1.108, H50 1.081
16 C 1.706 -0.236 0.526  C14 1.596, C15 1.466, H29 1.091, H49 1.142
17 C -0.458 -2.456 1.105  N11 1.584, C13 1.503, H23 1.065, H25 1.128
18 H 2.484 2.898 -0.256  O7 0.970
19 H -2.001 -3.903 -2.560  O3 0.978
20 H -2.553 -0.368 0.195  O2 1.004
21 H 3.254 1.998 3.405  O9 0.929
22 H -0.429 -1.746 -3.103  O6 0.959
23 H 0.537 -2.604 0.754  C17 1.065
24 H -2.483 3.210 0.563  O4 0.980
25 H -1.118 -2.905 0.307  C17 1.128
26 H -4.219 0.195 -1.413  O5 0.923
27 H -0.575 -0.453 1.967  N11 1.002
28 H -0.314 -0.329 -3.031  O6 0.923
29 H 1.920 -0.272 1.595  C16 1.091
30 H -0.049 0.959 0.151  C15 1.108
31 H -4.593 0.985 -2.666  O5 0.905
32 H 4.233 -0.479 -0.311  C12 1.040
33 H -0.638 -3.166 -2.556  O3 1.023
34 H 0.997 1.589 1.709  O1 1.043
35 H -3.377 -1.038 -3.195  O10 0.895
36 H -1.453 2.738 1.514  O4 1.009
37 H 0.421 3.032 -1.090  O8 0.963
38 H 1.120 2.465 3.141  O1 1.051
39 H 2.644 2.769 2.159  O9 0.931
40 H -0.648 -4.048 2.542  C13 1.141
41 H -2.016 -3.082 2.661  C13 1.169
42 H -0.664 -2.462 3.349  C13 1.020
43 H -2.747 1.058 -0.262  O2 0.934
44 H 4.780 0.921 -0.382  C12 1.046
45 H 2.573 1.034 -1.324  C14 1.139
46 H 0.812 2.062 -2.248  O8 0.928
47 H -2.602 -0.922 -2.125  O10 0.871
48 H 4.176 0.406 1.271  C12 1.113
49 H 2.144 -1.253 0.246  C16 1.142
50 H 0.109 -0.426 -0.815  C15 1.081

Output
Relative energy (zero: lowest compared OMol25 entry of this formula, charge and spin): 5.0749 eV
SMILES: CCNCC[C@H](C)O.O.O.O.O.O.O.O.O.O


4.
Molecular formula: C6H34NO10
Method: DFT, wB97M-V/def2-TZVPD

Each atom is followed by the atoms it is bonded to, with distances in Å.
Atoms and positions in Å:
1 O -0.375 -0.869 -0.951  H48 0.953, H50 1.022
2 O -2.784 -0.890 -1.679  H30 0.985, H46 0.920
3 O -1.690 -2.139 0.985  H24 1.061, H51 1.003
4 O 2.404 -0.962 3.366  H20 0.981, H33 1.021
5 O 1.126 0.891 -4.436  H27 0.870, H32 0.842
6 O -1.678 -4.091 -2.167  H19 1.034, H45 0.869
7 O 3.881 -1.726 -0.364  H28 1.063, H35 0.963
8 O 1.083 -1.737 -4.092  H25 0.971, H42 1.101
9 O 1.941 -0.570 -1.747  H26 1.013, H41 0.934
10 O -2.732 -1.513 3.686  H34 0.916, H38 0.986
11 N 1.474 0.111 0.908  C14 1.529, H18 1.012, H21 0.934, H40 1.125
12 C -0.850 3.012 1.589  C15 1.506, C16 1.320, H31 1.079
13 C -3.170 2.377 0.742  C16 1.535, H37 1.174, H43 1.071, H49 1.144
14 C 1.326 1.398 0.098  N11 1.529, C17 1.506, H29 1.145, H44 1.062
15 C 0.522 2.727 2.140  C12 1.506, C17 1.587, H22 1.114, H39 1.038
16 C -1.878 2.185 1.549  C12 1.320, C13 1.535, H47 1.104
17 C 1.484 2.675 0.879  C14 1.506, C15 1.587, H23 1.124, H36 1.164
18 H 0.708 -0.541 1.021  N11 1.012
19 H -1.151 -3.580 -2.896  O6 1.034
20 H 2.157 -0.715 4.283  O4 0.981
21 H 2.024 0.146 1.663  N11 0.934
22 H 0.704 3.459 2.959  C15 1.114
23 H 2.510 2.732 1.333  C17 1.124
24 H -1.543 -2.946 1.659  O3 1.061
25 H 1.686 -1.340 -4.742  O8 0.971
26 H 1.071 -0.785 -1.275  O9 1.013
27 H 1.187 1.236 -5.233  O5 0.870
28 H 4.233 -2.728 -0.404  O7 1.063
29 H 2.050 1.468 -0.786  C14 1.145
30 H -3.311 -0.822 -2.508  O2 0.985
31 H -0.706 3.969 1.111  C12 1.079
32 H 1.717 0.985 -3.844  O5 0.842
33 H 3.304 -1.438 3.284  O4 1.021
34 H -3.505 -1.033 3.784  O10 0.916
35 H 3.300 -1.543 -1.110  O7 0.963
36 H 1.491 3.636 0.221  C17 1.164
37 H -3.728 3.381 0.984  C13 1.174
38 H -1.919 -1.040 3.980  O10 0.986
39 H 0.544 1.949 2.826  C15 1.038
40 H 2.193 -0.599 0.414  N11 1.125
41 H 1.793 -0.988 -2.568  O9 0.934
42 H 0.168 -1.424 -4.619  O8 1.101
43 H -3.814 1.552 0.972  C13 1.071
44 H 0.362 1.263 -0.327  C14 1.062
45 H -1.085 -3.972 -1.544  O6 0.869
46 H -3.381 -1.249 -1.077  O2 0.920
47 H -1.757 1.303 2.202  C16 1.104
48 H -1.131 -0.320 -1.139  O1 0.953
49 H -2.851 2.544 -0.344  C13 1.144
50 H -0.844 -1.441 -0.246  O1 1.022
51 H -2.560 -1.993 1.462  O3 1.003

Output
Relative energy (zero: lowest compared OMol25 entry of this formula, charge and spin): 6.0991 eV
Total charge: +1


Question: What is the formula in the fourth record?
Answer: C6H34NO10


Question: The lowest relative energy (zero: lowest compared OMol25 entry of this formula, charge and spin) belongs to which entry?
Answer: C6H32O14S


Question: What is the relative energy (zero: lowest compared OMol25 entry of this formula, charge and spin) in the first record?
Answer: 3.2120 eV


Question: Among the records above, which one has the lowest relative energy (zero: lowest compared OMol25 entry of this formula, charge and spin)?
Answer: C6H32O14S